Entry 1:
The following is a DFT calculation (ωB97M-V/def2-TZVPD) of an isolated molecule of C8H19N at a distorted geometry.

The geometry in XYZ format:
```
28
Properties=species:S:1:pos:R:3:forces:R:3
C -0.0760 -0.3597 -0.1066 -1.3 2.5 0.2
C 1.3608 -0.3009 0.4216 1.3 -2.9 -1.4
C -0.7419 1.2039 0.2371 0.3 -1.6 -0.4
C -0.1342 -0.5694 -1.6292 0.2 0.0 0.2
C -0.9186 -1.4386 0.5907 -0.2 0.1 0.3
C 2.1855 -1.6499 -0.1445 -0.4 1.8 0.9
C -0.1396 2.3498 -0.5812 0.2 -0.2 0.0
C -2.2652 1.2412 0.0979 -0.1 -0.1 0.2
N 1.5207 -0.2256 1.8516 0.0 -0.3 1.1
H 1.9020 0.5383 -0.0214 -0.2 0.0 -0.2
H -0.5210 1.4037 1.2903 0.1 -0.2 0.0
H 1.8141 -1.0972 2.2848 0.0 0.1 -0.3
H 0.6970 0.0674 2.3647 0.0 0.1 -0.3
H 0.0964 -1.6048 -1.8998 0.1 0.1 0.1
H -1.1388 -0.3734 -2.0158 0.1 0.1 0.1
H 0.5748 0.0800 -2.1516 -0.1 0.0 0.0
H -0.3811 -2.3750 0.7619 0.2 0.1 -0.2
H -1.8168 -1.7061 0.0250 0.1 0.2 -0.1
H -1.2728 -1.1231 1.5767 0.1 0.1 0.0
H 2.5210 -1.4543 -1.1661 -0.1 -0.1 0.1
H 1.6321 -2.5908 -0.1076 -0.3 0.3 0.0
H 3.0741 -1.8074 0.4755 0.0 0.2 -0.1
H -0.5118 3.3194 -0.2255 -0.1 -0.2 0.0
H -2.7564 0.5580 0.7974 0.0 0.0 -0.2
H 0.9487 2.3947 -0.4950 -0.1 -0.1 -0.1
H -0.4081 2.2756 -1.6410 0.1 0.0 0.1
H -2.5910 1.0021 -0.9187 0.0 0.0 0.1
H -2.6538 2.2418 0.3289 0.2 -0.1 -0.1
```
Forces are in eV/Å.

Summary:
**Gap between HOMO and LUMO**: 10.0 eV
**Energy above the lowest of the compared OMol25 structures with the same formula, charge and spin**: 63.7 kJ/mol
**SMILES string**: CC(C)C(C)(C)[C@H](C)N
**LUMO energy**: 0.0330 Ha
**Molecular weight**: 129.25 g/mol

Partial charges, Löwdin, in e:
1. C -0.440
2. C -0.378
3. C -0.328
4. C -0.063
5. C -0.063
6. C -0.032
7. C -0.088
8. C -0.095
9. N 0.036
10. H 0.111
11. H 0.113
12. H 0.070
13. H 0.059
14. H 0.081
15. H 0.078
16. H 0.084
17. H 0.074
18. H 0.085
19. H 0.075
20. H 0.061
21. H 0.057
22. H 0.060
23. H 0.079
24. H 0.068
25. H 0.068
26. H 0.078
27. H 0.074
28. H 0.078



Entry 2:
The following is a DFT calculation (ωB97M-V/def2-TZVPD) of a structure of composition C8H19N2 at a distorted geometry.

The geometry in XYZ format:
```
29
Properties=species:S:1:pos:R:3:forces:R:3
C -1.5396 -2.1901 -2.0296 -0.2 0.3 0.0
N -0.2131 -1.6893 -1.6730 0.2 1.6 -0.7
C 0.9487 -2.4201 -2.2054 0.0 0.4 -0.1
C -0.1663 -0.3258 -1.6147 -1.5 -1.2 0.2
H -1.4711 -3.2711 -2.1206 -0.4 0.0 0.3
H -2.2419 -1.8323 -1.2520 0.1 -0.6 -0.5
H -1.8198 -1.7676 -3.0105 -0.2 -0.3 0.4
H 0.6378 -3.4560 -2.3380 0.4 0.0 0.3
H 1.2210 -2.0430 -3.1997 0.1 0.0 0.1
H 1.8151 -2.3164 -1.5281 -0.4 -0.3 -0.3
H 0.6826 0.1493 -2.1802 -0.7 -0.1 1.4
H -1.1295 0.1893 -1.5349 0.4 -0.3 -1.3
C 0.0642 2.2199 2.4332 0.4 0.1 -0.1
C 0.9598 2.4299 1.1954 -0.4 -0.4 -0.1
C 0.4898 1.5820 -0.0158 0.4 0.8 0.0
N -0.0095 0.2056 0.1926 4.5 -1.0 0.0
C -0.5816 -0.1334 1.5475 -1.2 -0.2 0.4
C -0.0872 0.7369 2.7705 0.2 -0.6 -1.0
H 0.5702 2.6865 3.2797 -0.2 0.2 0.0
H -0.9120 2.7239 2.3205 0.3 -0.3 -0.1
H 0.8971 3.4904 0.8612 0.4 -0.7 0.3
H 2.0147 2.1453 1.4507 -0.9 0.4 -0.2
H -0.2995 2.0785 -0.5797 0.0 0.4 0.1
H 1.3616 1.4819 -0.6798 -0.4 0.2 0.0
H 0.8455 -0.3846 -0.0074 -1.0 0.7 1.9
H -1.6688 -0.0202 1.4559 0.1 0.1 0.0
H -0.4179 -1.2022 1.8025 0.1 0.7 -0.6
H 0.8948 0.2998 3.0830 -0.8 0.5 0.0
H -0.8450 0.6324 3.5767 0.6 -0.3 -0.5
```
Forces are in eV/Å.

Summary:
**Gap between HOMO and LUMO**: 10.1 eV
**Energy above the lowest of the compared OMol25 structures with the same formula, charge and spin**: 195.8 kJ/mol
**Charge**: +1
**LUMO energy**: -0.1171 Ha
**Molecular weight**: 143.25 g/mol

Partial charges, Löwdin, in e:
1. C -0.034
2. N -0.261
3. C -0.029
4. C -0.013
5. H 0.092
6. H 0.105
7. H 0.106
8. H 0.092
9. H 0.099
10. H 0.100
11. H 0.158
12. H 0.130
13. C -0.209
14. C -0.157
15. C -0.193
16. N -0.082
17. C -0.120
18. C -0.163
19. H 0.113
20. H 0.124
21. H 0.128
22. H 0.129
23. H 0.123
24. H 0.119
25. H 0.144
26. H 0.118
27. H 0.129
28. H 0.126
29. H 0.127



Entry 3:
The following is a DFT calculation (ωB97M-V/def2-TZVPD) of a cluster of 2 separate species, C8H19N2S in total at a distorted geometry.

The geometry in XYZ format:
```
30
Properties=species:S:1:pos:R:3:forces:R:3
C 1.9622 1.1210 -0.6818 1.2 -1.3 -1.2
C 2.7320 -0.0447 1.5065 3.3 -0.6 -1.2
C 2.3741 -1.2801 -0.6374 -0.3 -0.7 -2.9
C -1.9184 0.2050 -1.5749 0.2 1.4 -0.3
C -3.1611 -0.2801 0.3987 -1.5 -1.4 -0.1
C -1.4597 1.5667 0.5661 -0.5 1.2 -0.9
C 2.3273 -0.0939 0.1103 -0.2 0.4 -0.8
C -1.7604 0.2377 -0.0400 -2.0 -2.1 -0.3
N -0.7516 -1.6095 1.3329 -0.2 0.6 1.4
N -0.5713 -0.6311 0.2642 0.2 0.1 0.3
S -0.7067 -2.2492 -0.2296 0.1 -1.2 -0.8
H 2.0473 2.0185 -0.1083 -1.2 0.7 0.3
H 2.7936 1.3060 -1.4479 -0.7 -0.7 0.9
H 1.1077 0.7878 -1.3507 0.6 1.2 1.1
H 3.5260 -0.8625 1.8505 -2.3 1.7 -0.6
H 1.8331 0.0726 2.0125 -1.6 -0.1 1.7
H 3.1571 0.9529 1.5055 0.6 0.3 0.9
H 1.3520 -1.9058 -0.6191 1.3 0.8 0.1
H 2.6136 -0.9713 -1.6882 -1.1 -0.5 0.4
H 3.2228 -1.8874 -0.4648 0.5 -1.1 1.2
H -1.0295 0.6593 -1.9771 0.6 0.0 -0.7
H -2.0977 -0.7839 -2.0309 0.2 0.3 0.6
H -2.7392 0.8643 -1.9287 0.4 -0.4 0.5
H -3.4342 -1.3219 -0.1512 0.7 2.4 1.5
H -3.9896 0.4617 0.0264 1.8 -1.3 0.8
H -3.2553 -0.3963 1.5154 0.0 0.0 -1.2
H -1.1024 1.6352 1.6100 -0.3 -0.5 -0.6
H -0.7725 2.0667 -0.1162 0.3 0.3 0.3
H -2.4103 2.0975 0.4441 0.3 0.4 0.5
H 0.1111 -1.7352 1.9035 -0.4 0.1 -1.0
```
Forces are in eV/Å.

Summary:
**Gap between HOMO and LUMO**: 7.3 eV
**Energy above the lowest of the compared OMol25 structures with the same formula, charge and spin**: 671.8 kJ/mol
**Charge**: +1
**LUMO energy**: -0.1925 Ha
**Molecular weight**: 175.32 g/mol

Partial charges, Löwdin, in e:
1. C -0.011
2. C 0.011
3. C -0.070
4. C -0.074
5. C -0.086
6. C -0.040
7. C -0.278
8. C -0.673
9. N -0.243
10. N -0.377
11. S 0.954
12. H 0.088
13. H 0.149
14. H 0.112
15. H 0.173
16. H 0.082
17. H 0.105
18. H 0.047
19. H 0.125
20. H 0.096
21. H 0.056
22. H 0.075
23. H 0.109
24. H 0.114
25. H 0.120
26. H 0.087
27. H 0.104
28. H 0.070
29. H 0.096
30. H 0.080